Record 1
{"formula": "C4H4N2", "method": "ωB97M-V/def2-TZVPD", "species": ["C", "C", "C", "C", "N", "N", "H", "H", "H", "H"], "coordinates": [[-1.56125, -0.98769, -0.17635], [-2.85850, -0.99998, 0.30918], [-3.69320, 1.20915, -0.22795], [0.22136, 0.51149, 0.13530], [-3.59944, 0.05712, -0.01408], [-1.12040, 0.21481, -0.03802], [-0.99531, -1.88250, -0.31192], [0.39003, 1.36189, -0.73216], [0.29980, 1.27865, 0.99749], [0.92376, -0.24096, 0.00052]], "atomic_forces_ev_per_a": [[1.1, 1.4, -0.5], [-2.5, -1.0, 1.1], [-0.9, 1.2, 0.0], [-0.1, 5.9, -1.4], [0.6, -0.8, -0.4], [-0.5, -0.9, 0.1], [0.6, -0.5, -0.1], [-0.1, -2.1, 1.6], [0.3, -1.8, -0.8], [1.5, -1.4, 0.3]], "lowdin_charge": [-0.214, -0.024, 0.081, -0.136, -0.083, -0.039, 0.103, 0.148, 0.118, 0.046], "lumo_ev": [-1.27, -1.27], "e_above_lowest_kj_mol": 591.6, "homo_lumo_gap_ev": [7.6675, 7.6684], "e_homo_ev": [-8.94, -8.94]}

***

Record 2
{"formula": "C4H4N2", "method": "ωB97M-V/def2-TZVPD", "species": ["C", "C", "H", "H", "C", "C", "H", "H", "N", "N"], "coordinates": [[1.29458, 1.04504, -0.03543], [1.93038, 0.04323, -0.20679], [0.95658, 2.03764, 0.12537], [2.56266, -0.79782, -0.34748], [-1.92763, -0.03813, 0.21142], [-1.34238, 0.98284, -0.02296], [-2.52002, -0.89662, 0.40372], [-1.05644, 1.97904, -0.24626], [0.58272, -2.16991, -0.08383], [-0.48044, -2.18529, 0.20224]], "atomic_forces_ev_per_a": [[1.1, 0.1, 0.0], [0.3, 0.6, 0.0], [-0.1, -0.1, 0.0], [-0.1, 0.0, 0.0], [-0.3, 0.7, -0.1], [-1.1, -0.1, 0.0], [0.1, -0.1, 0.0], [0.1, -0.1, 0.0], [-1.9, -0.5, 0.5], [1.9, -0.5, -0.4]], "lowdin_charge": [-0.044, -0.039, 0.018, 0.011, -0.039, -0.044, 0.010, 0.018, 0.055, 0.055], "lumo_ev": 1.26, "smiles": "C#C.C#C.N#N", "e_above_lowest_kj_mol": 389.1, "homo_lumo_gap_ev": 11.1148, "e_homo_ev": -9.85}

***

Record 3
{"formula": "C4H4N2O", "method": "ωB97M-V/def2-TZVPD", "species": ["C", "C", "C", "C", "N", "N", "O", "H", "H", "H", "H"], "coordinates": [[-0.34568, 1.94132, 1.11213], [0.48286, 1.78071, 0.09687], [-0.18676, -0.30975, -0.01166], [0.01261, -1.63859, -0.54826], [-1.05913, 0.98729, 1.56447], [-1.26167, -0.01437, 0.65676], [0.96810, 0.52526, -0.07541], [1.22068, 2.55064, -0.81715], [-0.15501, -2.37258, 0.40523], [1.08076, -1.58779, -0.92981], [-0.75676, -1.86214, -1.45319]], "atomic_forces_ev_per_a": [[-0.9, 0.1, 0.0], [4.9, 3.1, -4.1], [-0.7, 1.3, 1.3], [-0.3, -2.2, -0.7], [0.1, 1.0, 1.0], [0.6, -1.0, -1.1], [-1.9, -1.2, 0.3], [-3.0, -2.0, 3.4], [0.5, 1.4, -2.8], [-1.3, -0.9, 0.3], [1.9, 0.4, 2.3]], "lowdin_charge": [-0.072, -0.189, -0.406, -0.030, 0.029, 0.074, -0.010, 0.223, 0.144, 0.096, 0.142], "lumo_ev": [-0.77, -0.77], "e_above_lowest_kj_mol": 630.0, "homo_lumo_gap_ev": [8.3203, 8.3168], "e_homo_ev": [-9.09, -9.08]}

***

Record 4
{"formula": "C4H4N2O", "method": "ωB97M-V/def2-TZVPD", "species": ["O", "C", "C", "C", "C", "N", "N", "H", "H", "H", "H"], "coordinates": [[-2.60039, 0.07910, -0.19891], [-1.34702, -0.32884, -0.68363], [-0.19636, -0.14456, -0.05857], [1.17320, -0.09332, -0.56442], [1.83488, 0.20864, 0.55030], [0.96060, 0.44664, 1.67596], [-0.20746, 0.21927, 1.31857], [-2.50551, 0.36299, 0.77952], [-1.48168, -0.53556, -1.70525], [1.44782, -0.32236, -1.68573], [2.92191, 0.10799, 0.57216]], "atomic_forces_ev_per_a": [[2.2, -0.7, 1.6], [-3.5, 2.2, 0.8], [0.6, 0.3, 0.5], [-1.6, -1.2, -1.9], [1.7, -0.1, 0.0], [2.0, -0.4, -0.3], [-1.1, -0.1, -1.2], [0.1, -0.6, -2.1], [0.2, -0.6, -1.1], [-0.3, 0.5, 2.8], [-0.3, 0.8, 0.8]], "lowdin_charge": [0.001, -0.046, -0.315, -0.040, -0.142, 0.013, 0.021, 0.140, 0.117, 0.153, 0.097], "lumo_ev": -0.52, "smiles": "O/C=C1/C=CN=N1", "e_above_lowest_kj_mol": 261.2, "homo_lumo_gap_ev": 9.0575, "e_homo_ev": -9.58}

***

Record 5
{"formula": "C4H4N2O", "method": "ωB97M-V/def2-TZVPD", "species": ["O", "C", "N", "C", "C", "C", "N", "H", "H", "H", "H"], "coordinates": [[2.54997, -0.30876, 0.08741], [1.16255, -0.10388, -0.08637], [0.49394, -1.27082, -0.01566], [-0.82798, -1.24152, -0.08453], [-1.49310, -0.03012, 0.06713], [-0.67494, 1.10176, -0.00029], [0.72914, 1.13397, -0.04263], [2.96914, 0.64381, -0.08406], [-1.29860, -2.22049, -0.00240], [-2.57788, 0.10722, 0.25774], [-1.03224, 2.18884, -0.09634]], "atomic_forces_ev_per_a": [[-0.7, 3.5, -1.4], [2.5, -1.6, 2.1], [0.3, 0.3, -1.4], [0.7, 0.1, 1.7], [-0.3, 1.5, -0.3], [1.3, 2.5, -0.4], [-3.2, -1.3, -0.7], [-1.3, -3.0, 0.7], [-0.2, 0.3, -0.3], [0.9, -0.3, -0.5], [-0.1, -2.0, 0.6]], "lowdin_charge": [0.000, -0.455, 0.124, -0.129, -0.071, -0.102, 0.119, 0.162, 0.114, 0.110, 0.128], "lumo_ev": 0.35, "smiles": "Oc1ncccn1", "e_above_lowest_kj_mol": 64.5, "homo_lumo_gap_ev": 10.1547, "e_homo_ev": -9.80}

***

Record 6
{"formula": "C4H4N2O", "method": "ωB97M-V/def2-TZVPD", "species": ["N", "C", "C", "O", "C", "C", "N", "H", "H", "H", "H"], "coordinates": [[0.06211, 1.58971, 0.76585], [-0.89453, 0.70338, 0.57945], [-1.02899, 0.03269, -0.80246], [0.27763, -0.50531, -1.01797], [1.23390, -0.42420, 0.04111], [0.41854, 0.21007, 1.18570], [-0.69206, -0.38126, 1.57555], [-1.25628, 0.72836, -1.61376], [-1.76642, -0.76841, -0.74225], [1.59729, -1.43030, 0.26498], [2.04881, 0.24526, -0.23620]], "atomic_forces_ev_per_a": [[0.2, -0.8, 0.0], [-0.4, -0.3, 0.3], [-0.4, 0.0, 0.0], [0.0, 0.1, 0.1], [0.3, 0.0, 0.2], [0.3, 0.5, 0.1], [0.0, 0.5, -0.7], [0.0, 0.0, 0.3], [0.1, 0.0, -0.2], [-0.1, 0.2, 0.1], [0.0, -0.2, -0.1]], "lowdin_charge": [0.218, -0.307, -0.105, -0.106, -0.105, -0.309, 0.218, 0.127, 0.120, 0.127, 0.120], "lumo_ev": -0.19, "e_above_lowest_kj_mol": 532.3, "homo_lumo_gap_ev": 8.8942, "e_homo_ev": -9.09}

***

Record 7
{"formula": "C4H4N2O", "method": "ωB97M-V/def2-TZVPD", "species": ["O", "C", "C", "C", "N", "C", "N", "H", "H", "H", "H"], "coordinates": [[2.09984, 0.81050, 0.81233], [1.09935, 0.36266, 1.32181], [-0.18992, 0.16229, 0.57081], [-0.87769, -1.22351, 0.63159], [-1.18938, -1.49583, -0.67015], [-0.68751, -0.54268, -1.45919], [-0.09688, 0.46577, -0.83842], [1.05276, 0.08747, 2.39103], [-0.96680, 0.79022, 1.04194], [-0.74906, -0.57779, -2.54509], [0.50528, 1.16091, -1.25665]], "atomic_forces_ev_per_a": [[-0.5, -0.2, 0.2], [0.2, 0.1, -0.1], [0.0, 0.0, 0.0], [0.0, 0.3, -0.3], [0.2, 0.0, 0.3], [0.1, 0.2, 0.0], [-0.1, -0.3, -0.1], [0.0, 0.0, -0.1], [0.1, 0.0, 0.0], [0.0, 0.0, 0.2], [-0.1, -0.1, 0.0]], "lowdin_charge": [0.055, -0.211, -0.332, -0.021, -0.005, -0.155, 0.090, 0.130, 0.160, 0.132, 0.156], "lumo_ev": -0.17, "e_above_lowest_kj_mol": 324.8, "homo_lumo_gap_ev": 8.1861, "e_homo_ev": -8.35}

***

Record 8
{"formula": "C4H4N2O", "method": "ωB97M-V/def2-TZVPD", "species": ["H", "N", "C", "C", "N", "C", "C", "O", "H", "H", "H"], "coordinates": [[2.62284, 1.20864, 0.03783], [2.37337, 0.20105, 0.02532], [1.11141, 0.01244, 0.01080], [0.34494, -1.38493, -0.00634], [-0.92934, -1.57877, -0.01092], [-1.65026, -0.35647, -0.00354], [-1.05485, 0.84250, 0.00384], [0.27474, 1.09164, 0.00933], [1.23548, -1.98006, -0.01336], [-2.73738, -0.38194, -0.00692], [-1.60231, 1.76903, 0.00670]], "atomic_forces_ev_per_a": [[-0.4, -0.8, 0.0], [-1.1, -0.6, 0.0], [-0.5, -0.1, 0.0], [1.5, 2.8, 0.0], [1.8, 0.8, 0.0], [0.2, 0.1, 0.0], [-0.6, 0.1, 0.0], [-0.3, 0.0, 0.0], [-0.6, -2.1, 0.0], [0.3, -0.2, 0.0], [-0.2, 0.0, 0.0]], "lowdin_charge": [0.076, 0.137, -0.367, -0.039, 0.081, -0.125, -0.114, 0.029, 0.097, 0.105, 0.122], "lumo_ev": -0.01, "smiles": "[H]/N=c1/cncco1", "e_above_lowest_kj_mol": 195.8, "homo_lumo_gap_ev": 9.0978, "e_homo_ev": -9.11}

***

Record 9
{"formula": "C4H4N2O", "method": "ωB97M-V/def2-TZVPD", "species": ["O", "C", "C", "N", "C", "N", "C", "H", "H", "H", "H"], "coordinates": [[-2.11781, -0.03409, 0.05128], [-0.82296, -0.01704, 0.03756], [-0.29367, 1.35102, -0.24483], [0.98879, 1.34188, 0.07171], [1.75466, 0.22439, 0.17927], [1.38749, -1.09903, -0.10900], [0.03819, -1.17284, -0.24551], [-2.32268, -0.87119, 0.75440], [-1.09193, 2.17681, -0.53827], [2.80722, 0.29364, 0.14787], [-0.32730, -2.19356, -0.10448]], "atomic_forces_ev_per_a": [[-3.7, -4.8, 3.9], [3.5, 2.0, -4.0], [-1.1, -4.3, 1.8], [1.5, 1.0, -0.9], [-1.8, -2.0, -2.1], [-1.4, 3.7, 0.5], [-0.1, 1.4, 2.9], [0.0, 3.2, -3.1], [2.5, -1.3, 0.9], [1.0, 0.8, 0.8], [-0.5, 0.3, -0.7]], "lowdin_charge": [0.006, -0.355, -0.041, 0.039, -0.194, 0.058, -0.087, 0.228, 0.162, 0.079, 0.105], "lumo_ev": 0.25, "smiles": "Oc1cncnc1", "e_above_lowest_kj_mol": 286.3, "homo_lumo_gap_ev": 9.2067, "e_homo_ev": -8.95}

***

Record 10
{"formula": "C4H4N2O", "method": "ωB97M-V/def2-TZVPD", "species": ["N", "C", "O", "H", "C", "C", "H", "H", "C", "N", "H"], "coordinates": [[2.54668, 0.05331, 0.04184], [1.45819, 0.63273, 0.02765], [0.51249, 1.30200, 0.01525], [3.23087, 0.80449, 0.03536], [-2.43009, 0.01131, -0.08648], [-1.95963, 1.11423, -0.03434], [-2.94603, -0.91547, -0.13433], [-1.58206, 2.10564, 0.00831], [0.42390, -1.60156, 0.04268], [-0.71989, -1.71260, 0.00671], [1.46557, -1.79407, 0.07735]], "atomic_forces_ev_per_a": [[-0.3, 0.3, 0.0], [0.4, 1.6, 0.0], [0.7, -0.6, 0.0], [0.6, -0.2, 0.0], [-0.7, 1.0, 0.0], [-1.0, -0.2, 0.0], [0.1, 0.1, 0.0], [-0.1, -0.1, 0.0], [-1.2, -1.7, 0.0], [1.1, -0.4, 0.0], [0.3, 0.2, 0.0]], "lowdin_charge": [0.123, -0.415, 0.147, 0.096, -0.060, -0.029, 0.015, 0.021, -0.059, 0.104, 0.055], "lumo_ev": 0.27, "smiles": "N=C=O.C#C.C#N", "e_above_lowest_kj_mol": 404.0, "homo_lumo_gap_ev": 9.7549, "e_homo_ev": -9.49}